#A
2 unconnected molecules or ions with the total composition C2H8N2S, computed with ωB97M-V/def2-TZVPD.

The geometry in XYZ format:
```
13
C2H8N2S ωB97M-V/def2-TZVPD
C 3.279 -0.916 4.257
S 1.758 -1.337 5.173
H 3.835 -1.850 4.215
H 3.905 -0.279 4.878
H 3.171 -0.469 3.278
N -1.407 1.709 -3.079
C -2.104 1.011 -3.885
N -3.474 0.962 -3.879
H 1.433 -2.317 4.318
H -0.708 1.060 -2.710
H -1.640 0.438 -4.699
H -3.994 1.822 -3.805
H -4.054 0.166 -4.061
```

Output
highest occupied orbital energy = -8.716 eV
total charge = 0
HOMO-LUMO gap = 9.8 eV
molar mass = 92.17 g mol⁻¹


#B
C2H8N2S in the gas phase, computed with ωB97M-V/def2-TZVPD.

The geometry in XYZ format:
```
13
C2H8N2S ωB97M-V/def2-TZVPD
C -0.369 -1.482 -0.034
C -1.032 1.240 0.090
N 1.116 0.112 -1.451
N 1.062 0.222 1.452
S 0.552 0.122 -0.023
H 0.432 -2.248 0.319
H -1.181 -1.359 0.524
H -0.617 -1.607 -1.167
H -0.843 2.196 -0.265
H -1.724 0.852 -0.513
H -1.379 1.047 1.092
H 1.980 0.524 -1.592
H 2.005 0.381 1.567
```

Output
highest occupied orbital energy = -8.777 eV
total charge = 0
HOMO-LUMO gap = 9.6 eV
molar mass = 92.17 g mol⁻¹


#C
2 unconnected molecules or ions with the total composition C2H8N2S, computed with ωB97M-V/def2-TZVPD.

The geometry in XYZ format:
```
13
C2H8N2S ωB97M-V/def2-TZVPD
C -0.669 0.068 -1.662
N -0.959 0.213 -0.240
C -0.206 -0.336 0.676
N -0.331 -0.134 1.971
H -0.537 1.051 -2.108
H -1.468 -0.466 -2.174
H 0.265 -0.480 -1.769
H -1.703 0.854 0.004
H 0.695 -0.924 0.327
H -0.975 0.544 2.342
H 0.448 -0.400 2.553
S 2.756 -0.658 -0.039
H 2.684 0.670 0.118
```

Output
highest occupied orbital energy = -6.694 eV
total charge = 0
HOMO-LUMO gap = 6.8 eV
molar mass = 92.17 g mol⁻¹


#D
2 unconnected molecules or ions with the total composition C2H8N2S, computed with ωB97M-V/def2-TZVPD.

The geometry in XYZ format:
```
13
C2H8N2S ωB97M-V/def2-TZVPD
C -0.969 0.247 -0.006
C -0.282 -0.688 -0.646
N -0.738 -1.391 -1.765
N -0.411 0.846 1.201
H -1.966 0.579 -0.269
H 0.700 -0.984 -0.293
H -0.020 -1.953 -2.192
H -1.201 -0.830 -2.464
H -0.903 0.505 2.018
H -0.522 1.855 1.180
H 0.966 0.592 1.284
S 2.503 0.398 1.591
H 2.844 0.824 0.361
```

Output
highest occupied orbital energy = -8.109 eV
total charge = 0
HOMO-LUMO gap = 8.9 eV
molar mass = 92.17 g mol⁻¹


So which one is most stable? That would be #D, about 0.0036 hartree below the next structure.


#A
2 unconnected molecules or ions with the total composition C2H8N2S, computed with ωB97M-V/def2-TZVPD.

The geometry in XYZ format:
```
13
C2H8N2S ωB97M-V/def2-TZVPD
C 0.897 1.312 -0.994
N 0.677 -0.138 -0.763
C 0.151 -0.603 0.348
N -0.259 -1.837 0.606
H 0.430 1.575 -1.952
H 1.966 1.468 -1.032
H 0.451 1.873 -0.145
H 0.979 -0.857 -1.390
H -0.077 0.119 1.156
H -0.016 -2.655 0.035
H -1.085 -1.949 1.185
S -1.546 1.258 1.728
H -2.568 0.434 1.219
```

Output
highest occupied orbital energy = -6.661 eV
total charge = 0
HOMO-LUMO gap = 6.9 eV
molar mass = 92.17 g mol⁻¹


#B
2 unconnected molecules or ions with the total composition C2H8N2S, computed with ωB97M-V/def2-TZVPD.

The geometry in XYZ format:
```
13
C2H8N2S ωB97M-V/def2-TZVPD
C -1.454 0.926 -1.138
S -0.812 1.816 0.289
H -2.168 1.529 -1.709
H -0.746 0.500 -1.863
H -2.112 0.079 -0.889
N -0.035 -1.221 0.858
C 1.234 -0.846 0.834
N 1.654 0.291 0.355
H -0.791 -0.555 1.030
H -0.135 -2.127 1.284
H 1.981 -1.622 0.993
H 2.567 0.246 -0.071
H 0.818 0.985 0.027
```

Output
highest occupied orbital energy = -6.981 eV
total charge = 0
HOMO-LUMO gap = 7.2 eV
molar mass = 92.17 g mol⁻¹


#C
2 unconnected molecules or ions with the total composition C2H8N2S, computed with ωB97M-V/def2-TZVPD.

The geometry in XYZ format:
```
13
C2H8N2S ωB97M-V/def2-TZVPD
C -0.031 1.298 -1.396
C 0.066 0.336 -0.498
N 0.083 0.663 0.899
N -0.043 1.065 -2.789
H -0.113 2.323 -1.061
H 0.113 -0.722 -0.768
H 0.895 0.312 1.385
H -0.743 0.301 1.356
H 0.797 0.615 -3.120
H -0.226 1.898 -3.325
S -0.303 -2.103 3.260
H -0.834 -2.833 2.274
H 0.339 -3.153 3.784
```

Output
highest occupied orbital energy = -8.332 eV
total charge = 0
HOMO-LUMO gap = 9.1 eV
molar mass = 92.17 g mol⁻¹


So which one is most stable? That would be #C, about 0.0105 hartree below the next structure.


#A
C5H11NO in the gas phase, computed with ωB97M-V/def2-TZVPD.

The geometry in XYZ format:
```
18
C5H11NO ωB97M-V/def2-TZVPD
C -0.054 0.838 1.794
O 0.119 -0.303 2.578
C -1.058 0.510 0.731
C -0.791 -0.678 -0.221
C 0.330 -0.426 -1.243
C 1.633 -0.904 -1.082
N 0.042 0.495 -2.228
H 0.904 1.201 1.300
H -0.444 1.606 2.461
H 1.093 -0.565 2.630
H -2.001 0.273 1.299
H -1.426 1.384 0.105
H -0.600 -1.508 0.396
H -1.759 -0.816 -0.831
H 1.777 -1.724 -0.367
H 2.441 -0.869 -1.877
H -0.908 0.693 -2.520
H 0.703 0.794 -2.926
```

Output
highest occupied orbital energy = -7.890 eV
total charge = 0
HOMO-LUMO gap = 8.8 eV
molar mass = 101.15 g mol⁻¹


#B
A molecular structure, C5H11NO, computed with ωB97M-V/def2-TZVPD.

The geometry in XYZ format:
```
18
C5H11NO ωB97M-V/def2-TZVPD
C -1.524 2.062 -1.175
N -1.385 0.686 -0.736
C -0.207 0.319 -0.182
O 0.643 1.184 -0.008
C 0.185 -1.090 0.083
C 2.062 -0.537 -0.041
C 0.172 -1.602 1.515
H -1.891 2.721 -0.380
H -2.201 2.103 -2.029
H -0.535 2.420 -1.474
H -2.189 0.086 -0.698
H -0.428 -1.810 -0.548
H 2.562 0.386 0.372
H 2.299 -0.541 -1.102
H 2.426 -1.363 0.535
H 0.904 -2.419 1.591
H 0.512 -0.794 2.162
H -0.776 -1.996 1.906
```

Output
highest occupied orbital energy = -8.743 eV
total charge = 0
HOMO-LUMO gap = 9.7 eV
molar mass = 101.15 g mol⁻¹


So which one is most stable? That would be #A, about 0.0461 hartree below the next structure.